Entry 1:
Molecular formula: C35H40Cl6GeIrOPSe
Method: DFT, ωB97M-V with the def2-TZVPD basis set

Atoms and positions in Å:
Ir  0.02  -1.04  -0.18
C  -2.54  -3.33  1.69
C  -3.21  -2.24  2.48
C  -4.41  -2.54  3.11
C  -5.11  -1.60  3.85
C  -4.59  -0.32  3.97
C  -3.39  -0.01  3.35
C  -2.68  -0.94  2.59
P  -1.01  -0.52  1.85
C  -0.91  1.26  2.32
C  0.09  1.69  3.19
C  0.27  3.04  3.46
C  -0.56  3.98  2.87
C  -1.56  3.55  2.00
C  -1.75  2.21  1.71
C  -2.85  1.80  0.79
C  0.04  -1.33  3.11
C  -0.34  -1.65  4.41
C  0.49  -2.42  5.21
C  1.70  -2.88  4.69
C  2.09  -2.53  3.41
C  1.29  -1.72  2.59
C  1.68  -1.26  1.24
H  -2.69  -4.30  2.17
H  -1.47  -3.16  1.54
H  -2.98  -3.39  0.69
H  -4.81  -3.55  3.02
H  -6.05  -1.87  4.33
H  -5.11  0.43  4.55
H  -2.98  0.98  3.48
H  0.75  0.97  3.64
H  1.07  3.35  4.13
H  -0.42  5.04  3.06
H  -2.20  4.28  1.52
H  -3.01  2.56  0.02
H  -3.79  1.65  1.34
H  -2.61  0.86  0.28
H  -1.30  -1.32  4.78
H  0.19  -2.69  6.22
H  2.34  -3.51  5.30
H  3.04  -2.87  3.02
H  2.51  -1.88  0.90
H  2.06  -0.23  1.31
Cl  -1.39  1.12  -2.63
C  -2.19  -0.41  -2.39
C  -1.58  -1.36  -1.53
C  -2.18  -2.65  -1.70
Cl  -1.44  -4.10  -1.07
C  -3.36  -2.88  -2.41
Cl  -4.10  -4.46  -2.45
C  -3.97  -1.85  -3.11
Cl  -5.45  -2.11  -3.97
C  -3.35  -0.62  -3.13
Cl  -4.03  0.65  -4.11
C  1.86  1.92  -4.26
Ge  2.58  3.37  -3.16
C  3.70  4.54  -4.31
C  1.13  4.47  -2.45
C  3.77  2.68  -1.74
Se  3.73  0.73  -1.51
C  5.37  0.43  -2.55
H  1.19  2.32  -5.02
H  1.30  1.25  -3.61
H  2.66  1.35  -4.74
H  3.11  4.97  -5.12
H  4.52  3.98  -4.75
H  4.13  5.36  -3.72
H  0.45  4.77  -3.25
H  1.52  5.37  -1.97
H  0.59  3.88  -1.71
H  3.46  3.11  -0.79
H  4.81  2.93  -1.93
H  5.26  0.79  -3.57
H  5.55  -0.65  -2.57
H  6.23  0.92  -2.08
Cl  0.98  1.62  -0.50
C  1.87  -1.97  -3.78
O  0.94  -1.58  -2.77
C  1.13  -1.86  -1.50
C  2.19  -2.90  -1.30
H  2.89  -1.68  -3.53
H  1.57  -1.44  -4.68
H  1.83  -3.05  -3.99
H  2.30  -3.57  -2.15
H  1.92  -3.48  -0.42
H  3.17  -2.45  -1.11

Computed properties:
Spin multiplicity = 1
Charge = -2
E = -248116.7827 eV

Entry 2:
Molecular formula: C35H40MnN7O2S5
Method: DFT, ωB97M-V with the def2-TZVPD basis set

Atoms and positions in Å:
Mn  -0.66  -1.06  -0.63
C  -3.77  -0.07  -3.14
C  -4.70  0.07  -1.93
S  -3.75  0.76  -0.53
C  -4.63  0.10  0.93
C  -3.69  -0.09  2.13
S  -2.34  -1.33  2.04
C  -3.16  -2.96  2.10
C  -4.06  -3.35  0.90
S  -3.43  -2.49  -0.54
C  -4.02  -3.28  -2.03
C  -3.03  -2.91  -3.13
S  -2.34  -1.20  -3.03
H  -3.33  0.89  -3.38
H  -4.32  -0.36  -4.04
H  -5.08  -0.89  -1.64
H  -5.55  0.73  -2.19
H  -5.05  -0.85  0.65
H  -5.45  0.75  1.21
H  -4.29  -0.28  3.03
H  -3.12  0.84  2.31
H  -3.71  -3.07  3.04
H  -2.31  -3.66  2.13
H  -5.10  -3.08  1.11
H  -4.06  -4.43  0.71
H  -5.01  -2.93  -2.31
H  -4.06  -4.37  -1.92
H  -3.40  -3.07  -4.15
H  -2.11  -3.49  -3.05
C  5.06  1.15  4.11
C  4.33  0.93  2.82
C  3.12  0.24  2.81
C  2.48  -0.07  1.62
C  3.09  0.30  0.44
C  4.27  1.02  0.42
C  4.91  1.32  1.61
S  2.36  -0.13  -1.11
O  1.43  0.91  -1.48
O  3.42  -0.40  -2.04
N  1.43  -1.42  -0.79
C  2.06  -2.67  -0.58
C  3.40  -2.94  -0.46
C  3.87  -4.25  -0.30
C  3.04  -5.34  -0.28
C  1.63  -5.10  -0.36
C  0.71  -6.17  -0.34
C  -0.61  -5.89  -0.49
C  -1.00  -4.55  -0.63
N  -0.19  -3.52  -0.62
C  1.15  -3.78  -0.50
H  4.41  0.98  4.95
H  5.51  2.14  4.20
H  5.88  0.44  4.18
H  2.67  -0.07  3.75
H  1.57  -0.65  1.64
H  4.72  1.23  -0.52
H  5.87  1.81  1.61
H  4.09  -2.12  -0.51
H  4.94  -4.34  -0.24
H  3.41  -6.34  -0.23
H  1.06  -7.19  -0.23
H  -1.36  -6.66  -0.56
H  -2.04  -4.34  -0.79
C  -1.10  2.24  -1.94
C  -0.90  2.07  -0.45
N  -0.72  0.96  0.24
C  -0.53  1.34  1.54
C  -0.61  2.70  1.65
N  -0.86  3.14  0.37
C  -1.03  4.53  -0.03
N  0.13  5.32  0.26
N  -0.01  6.30  1.18
N  1.10  6.93  1.29
C  2.02  6.35  0.40
C  3.37  6.68  0.11
C  4.01  5.87  -0.78
C  3.37  4.76  -1.38
C  2.05  4.47  -1.16
C  1.38  5.29  -0.25
H  -1.18  1.26  -2.43
H  -0.25  2.72  -2.42
H  -1.99  2.82  -2.16
H  -0.29  0.64  2.33
H  -0.48  3.34  2.49
H  -1.83  4.98  0.54
H  -1.25  4.53  -1.08
H  3.84  7.56  0.57
H  5.04  6.05  -1.04
H  3.93  4.10  -2.03
H  1.60  3.58  -1.58

Computed properties:
Spin multiplicity = 6
Charge = +1
E = -136962.6646 eV

Entry 3:
Molecular formula: C35H40N4O3S2V
Method: DFT, ωB97M-V with the def2-TZVPD basis set

Atoms and positions in Å:
V  0.42  0.77  1.49
O  -0.14  0.83  3.05
C  0.21  0.95  4.37
C  -0.73  1.02  5.37
C  -0.29  1.13  6.68
C  1.07  1.14  6.99
C  2.00  1.06  5.97
C  1.58  0.98  4.64
C  2.55  1.01  3.56
N  2.22  0.99  2.31
N  3.26  1.16  1.39
C  2.76  1.36  0.22
O  1.41  1.32  0.09
C  3.59  1.61  -0.95
C  2.99  2.05  -2.13
C  3.77  2.36  -3.23
C  5.15  2.23  -3.15
C  5.75  1.77  -1.99
C  4.97  1.46  -0.88
H  -1.78  0.99  5.13
H  -1.02  1.21  7.48
H  1.39  1.22  8.01
H  3.06  1.06  6.19
H  3.60  1.11  3.78
H  1.91  2.16  -2.17
H  3.31  2.72  -4.14
H  5.76  2.49  -4.01
H  6.82  1.66  -1.93
H  5.42  1.11  0.03
C  -2.25  -5.48  0.39
C  -2.99  -4.97  1.63
C  -3.26  -3.47  1.66
C  -2.01  -2.59  1.67
N  -1.43  -2.50  0.32
C  -0.26  -2.00  -0.01
S  0.87  -1.49  1.24
N  0.10  -1.94  -1.28
C  1.43  -1.60  -1.81
C  2.33  -2.83  -1.94
C  1.72  -3.96  -2.77
C  1.32  -3.55  -4.19
H  -2.22  -6.57  0.39
H  -1.22  -5.13  0.35
H  -2.77  -5.17  -0.53
H  -2.42  -5.25  2.53
H  -3.95  -5.48  1.70
H  -3.82  -3.23  2.56
H  -3.89  -3.18  0.81
H  -1.26  -2.99  2.35
H  -2.26  -1.58  2.01
H  -2.05  -2.78  -0.43
H  -0.53  -2.38  -1.95
H  1.89  -0.87  -1.15
H  1.28  -1.13  -2.78
H  2.58  -3.19  -0.94
H  3.26  -2.50  -2.41
H  0.85  -4.38  -2.24
H  2.45  -4.77  -2.82
H  0.51  -2.82  -4.20
H  0.99  -4.42  -4.76
H  2.18  -3.12  -4.71
O  -1.12  0.67  0.23
S  -1.08  1.34  -1.17
C  -2.76  1.30  -1.71
C  -3.80  1.51  -0.81
C  -5.10  1.45  -1.28
C  -5.34  1.19  -2.63
C  -4.29  0.98  -3.51
C  -2.98  1.03  -3.05
C  -0.90  3.08  -0.80
C  -0.48  3.92  -1.82
C  -0.26  5.26  -1.54
C  -0.46  5.74  -0.25
C  -0.90  4.89  0.76
C  -1.12  3.55  0.49
H  -3.60  1.71  0.24
H  -5.92  1.61  -0.60
H  -6.36  1.14  -2.99
H  -4.48  0.77  -4.56
H  -2.15  0.86  -3.73
H  -0.32  3.53  -2.82
H  0.08  5.92  -2.32
H  -0.28  6.79  -0.03
H  -1.08  5.28  1.75
H  -1.50  2.89  1.27

Computed properties:
Spin multiplicity = 2
Charge = +2
E = -96393.9322 eV